Entry 1:
86
Properties=species:S:1:pos:R:3 method="wB97M-V/def2-TZVPD" orbital_gap_ev="8.2 / 5.6" s2=8.763 multiplicity=6 relative_energy_kcal_mol=11.7 charge=+3 homo_energy_ev="-16.03 / -16.10"
Ru -0.79810 -0.00910 -0.02977
O -0.53577 -1.68780 3.08991
C -0.05719 -0.60243 2.83676
O -0.62938 0.38939 2.19989
C 1.38831 -0.37892 3.19864
C 1.84413 -0.40676 4.50695
C 3.18558 -0.14709 4.75446
C 4.05890 0.12192 3.70618
C 3.60700 0.13087 2.39780
C 2.25868 -0.13249 2.14446
P 1.67844 -0.16613 0.43066
C 2.59290 -1.44149 -0.44451
C 2.39891 -1.53152 -1.82977
C 3.11472 -2.45406 -2.57014
C 4.00225 -3.31078 -1.92666
C 4.16130 -3.25515 -0.54887
C 3.44558 -2.33319 0.20256
C 2.23245 1.43378 -0.21213
C 3.31631 1.58385 -1.07505
C 3.72137 2.86122 -1.44026
C 3.04600 3.97684 -0.95990
C 1.96584 3.82876 -0.09617
C 1.55226 2.55916 0.27245
H 1.16121 -0.62526 5.31760
H 3.54944 -0.15876 5.77411
H 5.10316 0.31996 3.91030
H 4.29373 0.33806 1.58492
H 1.70063 -0.85838 -2.31876
H 2.98214 -2.51130 -3.64290
H 4.56433 -4.03353 -2.50471
H 4.84750 -3.93012 -0.05519
H 3.57162 -2.29397 1.27618
H 3.85148 0.71543 -1.43740
H 4.57917 2.98241 -2.08915
H 3.37131 4.96708 -1.25309
H 1.47388 4.70843 0.30056
H 0.73685 2.41466 0.97511
Cl -2.89167 -1.70215 -5.00430
C -1.81075 -0.62642 -4.23782
C -0.81694 0.03492 -4.95060
C 0.02332 0.91112 -4.27967
C -0.12984 1.08083 -2.91742
N -1.09840 0.44918 -2.22975
C -1.93256 -0.38080 -2.88174
H -0.71555 -0.12761 -6.01692
H 0.78678 1.46335 -4.81004
H 0.52247 1.73716 -2.35273
H -2.72619 -0.84702 -2.30896
C -3.75126 -3.62742 0.51124
S -2.48753 -2.69491 1.40925
O -2.49055 -1.35266 0.63813
C -1.05152 -3.53180 0.75004
C -0.40742 -4.48659 1.51746
C 0.64040 -5.20185 0.95312
C 1.01652 -4.96795 -0.36455
C 0.38287 -3.98612 -1.11368
C -0.64427 -3.24048 -0.54856
H -3.48803 -3.68844 -0.54350
H -4.70405 -3.12023 0.65619
H -3.79677 -4.62174 0.95809
H -0.71891 -4.66649 2.53961
H 1.15676 -5.95126 1.53826
H 1.79726 -5.56397 -0.81868
H 0.66767 -3.82137 -2.14530
H -1.17868 -2.51101 -1.14803
C -3.16005 3.76954 1.99247
C -2.08981 2.67800 1.75003
N -2.25548 2.06679 0.41020
C -2.11801 3.11145 -0.62634
C -3.16026 4.23667 -0.40688
N -4.01395 3.85866 0.76452
C -4.69642 2.54785 0.51973
C -3.60636 1.46613 0.32356
H -2.71117 4.74467 2.16759
H -3.79434 3.53494 2.84422
H -2.15612 1.89261 2.49399
H -1.09237 3.10427 1.82319
H -2.25605 2.65426 -1.60291
H -1.10639 3.51382 -0.58466
H -3.79884 4.37375 -1.27667
H -2.68344 5.18865 -0.18512
H -4.72456 4.57848 0.90119
H -5.33174 2.64885 -0.35749
H -5.33243 2.32604 1.37326
H -3.71931 0.99131 -0.65056
H -3.68295 0.69139 1.08250

=====

Entry 2:
22
Properties=species:S:1:pos:R:3 method="wB97M-V/def2-TZVPD" orbital_gap_ev="4.9 / 6.0" s2=2.014 multiplicity=3 charge=-1 homo_energy_ev="-1.33 / -3.28"
C 1.46212 -1.50004 0.18472
C -2.14221 0.63694 -1.01805
C -1.18570 -1.58130 1.64014
C 0.65309 0.94563 0.39765
N -1.76307 -0.63082 -0.29942
N -2.02491 -0.65730 0.89425
N -0.18175 -0.71193 1.84691
N 0.68228 -0.35016 0.80266
O 1.38374 0.66851 -2.23741
O 3.17131 1.01046 -0.72754
O 1.49177 2.82398 -1.08571
O 0.13244 1.96685 0.83539
S 1.76500 1.21750 -1.00262
H 1.28811 -2.35983 0.76624
H 1.13957 -1.68699 -0.93891
H 2.52954 -1.12367 0.23894
H -1.54474 0.79228 -1.94466
H -1.84797 1.39013 -0.26336
H -3.23942 0.55999 -1.21283
H -0.85391 -2.33766 0.99477
H -1.66680 -1.82514 2.57906
H 0.75150 2.75257 -0.45019

=====

Entry 3:
22
Properties=species:S:1:pos:R:3 method="wB97M-V/def2-TZVPD" orbital_gap_ev=11.3 multiplicity=1 relative_energy_kcal_mol=32.7 charge=+1 homo_energy_ev=-14.00
C -2.45815 1.75261 1.02055
C -1.54886 0.63742 1.30174
O -0.84515 -0.02649 0.54024
N -1.40429 0.37019 2.64160
H -0.80836 -0.39172 2.91760
H -2.02793 0.62407 3.39072
H -1.77947 2.61955 0.93213
H -3.26651 1.98936 1.74025
H -3.14206 1.74985 0.16085
C 0.41195 0.13131 -2.49378
C 1.64247 -1.05039 -0.65224
N 2.93674 -0.65019 -0.89970
N 0.58851 -0.91319 -1.49689
N 1.41745 -1.75481 0.44841
H 3.12336 -0.33043 -1.83989
H 3.49051 -1.45919 -0.63032
H -0.24477 -0.93291 -0.84831
H 0.47145 -1.71265 0.80976
H 2.07620 -1.76368 1.21338
H 0.34002 1.18405 -2.14963
H -0.39056 -0.24806 -3.13299
H 1.41746 0.17528 -2.97351

=====

Entry 4:
108
Properties=species:S:1:pos:R:3 method="wB97M-V/def2-TZVPD" orbital_gap_ev="7.9 / 8.5" s2=2.010 multiplicity=3 charge=0 homo_energy_ev="-8.80 / -9.38"
C -1.35156 3.62219 2.77450
C -0.91360 3.81253 1.43424
C -0.57752 3.59646 -0.18866
C -0.43339 5.08653 -0.87370
C -0.59176 6.33814 0.17388
O -1.70751 7.11495 0.12898
F 0.41852 6.73898 1.20021
C 0.90693 2.88473 -0.48065
O 2.13801 3.40650 -0.37934
O 0.71446 1.44449 -0.85524
C -0.70416 1.04721 -0.57155
C -0.77578 0.43394 0.94918
C 0.72725 0.24802 1.65803
O 1.15845 1.20299 2.52754
Cl 1.88207 -1.16251 1.32015
P -1.52134 -0.24624 -1.75101
O -0.49815 -1.40622 -2.19717
O -2.10942 0.49060 -3.25484
O -2.89669 -1.06588 -1.05859
C -1.48228 2.44935 -0.93196
C -3.11849 2.52074 -0.88756
C -3.74383 3.96942 -0.44484
C -5.36955 3.93381 -0.83546
C -6.12225 2.97073 0.30629
C -7.69289 3.38712 0.52255
C -8.42357 2.70437 1.82115
C -7.42737 1.88155 2.83016
H -1.51302 3.43275 3.94080
H -1.26164 5.22897 -1.72011
H 0.60413 5.23160 -1.44106
H -1.50148 1.04378 1.64788
H -1.21604 -0.67172 0.90053
H -2.94291 -0.02882 -3.48946
H -3.12815 -0.72626 -0.14505
H -1.20938 2.63776 -2.07540
H -3.50123 2.31384 -1.99881
H -3.51264 1.64054 -0.22317
H -3.62490 4.17403 0.70542
H -3.31159 4.89468 -1.03999
H -5.49685 3.52578 -1.92903
H -5.85445 5.02175 -0.79253
H -6.03858 1.87182 -0.11369
H -5.45034 3.09935 1.28396
H -8.32408 3.09579 -0.44528
H -7.80643 4.56286 0.63543
H -9.28784 1.98506 1.42259
H -8.97745 3.55932 2.43589
H -8.08693 1.45964 3.70139
H -6.58597 2.63209 3.21889
H -6.86243 1.01650 2.24713
C 3.59983 -0.28336 4.54511
C 2.99572 -0.40579 5.97591
C 3.95118 0.22579 7.03171
C 5.14551 -0.64175 7.40422
C 4.69530 -2.04540 7.78904
C 3.83607 -2.71194 6.68469
N 2.68384 -1.84904 6.25146
O 1.71402 -1.89240 7.26893
C 4.75230 -3.04797 5.47710
C 3.37186 -4.11618 7.19225
C 1.72396 0.50927 5.92974
H 3.61495 -1.23583 4.00761
H 3.00555 0.37656 3.89872
H 4.61943 0.11481 4.55687
H 3.39208 0.43072 7.95756
H 4.31500 1.19824 6.67791
H 5.85625 -0.67387 6.57401
H 5.67697 -0.18713 8.24861
H 5.57906 -2.65872 8.00690
H 4.12817 -1.98981 8.72848
H 4.17761 -3.49032 4.65468
H 5.52289 -3.77647 5.75993
H 5.29412 -2.18427 5.08709
H 2.81249 -4.06372 8.13378
H 4.23114 -4.76971 7.38375
H 2.74103 -4.61630 6.44605
H 0.97364 0.11607 5.23432
H 1.98827 1.52269 5.59444
H 1.25454 0.62908 6.91144
C 1.08976 -1.53880 -5.19346
C 0.61311 -2.85512 -5.87701
C 1.39524 -4.07996 -5.31615
C 2.80409 -4.23964 -5.87061
C 2.79360 -4.20045 -7.39355
C 2.11133 -2.92284 -7.94526
N 0.74127 -2.70516 -7.36606
O -0.12714 -3.63336 -7.96771
C 3.02843 -1.70435 -7.65394
C 2.09330 -3.00074 -9.50686
C -0.86834 -3.01895 -5.39192
H 1.35240 -0.75779 -5.91274
H 0.30191 -1.08065 -4.58036
H 1.95178 -1.69907 -4.53810
H 0.84440 -5.00478 -5.54649
H 1.44814 -4.02536 -4.22188
H 3.45492 -3.46045 -5.46476
H 3.22143 -5.19649 -5.53536
H 3.82521 -4.27116 -7.76156
H 2.27852 -5.09635 -7.76686
H 2.56723 -0.77041 -7.99651
H 3.98779 -1.80106 -8.17814
H 3.28117 -1.59128 -6.59801
H 1.58664 -3.89806 -9.88137
H 3.11179 -3.03403 -9.91145
H 1.59847 -2.12172 -9.93971
H -1.50580 -2.21407 -5.77530
H -0.92153 -2.98986 -4.29391
H -1.30636 -3.97695 -5.68996

=====

Entry 5:
125
Properties=species:S:1:pos:R:3 method="wB97M-V/def2-TZVPD" smiles=COC[C@H](C)N.COC[C@H](C)N.COC[C@H](C)N.COC[C@H](C)N.COC[C@H](C)N.COC[C@H](C)N.COC[C@H](C)N.O.O orbital_gap_ev=9.2 multiplicity=1 relative_energy_kcal_mol=139.1 charge=0 homo_energy_ev=-9.10
C -13.26906 -10.54239 -13.87259
O -14.05529 -11.29470 -12.90082
C -13.43741 -11.39940 -11.59687
C -12.13144 -12.16966 -11.56754
C -12.30002 -13.71070 -11.46833
N -11.25515 -11.82330 -10.39425
H -13.01496 -9.53844 -13.53258
H -13.90201 -10.40609 -14.74945
H -12.36894 -11.10671 -14.11639
H -13.40040 -10.38799 -11.19215
H -14.18539 -11.78510 -10.90415
H -11.50778 -12.05358 -12.45391
H -13.00787 -14.11430 -12.19231
H -12.48877 -14.02632 -10.44224
H -11.43305 -14.32190 -11.71915
H -10.52923 -12.51846 -10.49372
H -10.81733 -10.92976 -10.56746
C -5.85128 -22.21763 -19.08599
O -4.79328 -21.27209 -19.11498
C -3.56860 -21.78430 -18.54869
C -2.31865 -20.77985 -18.55295
C -1.87533 -20.11011 -19.86154
N -1.16230 -21.52325 -18.04081
H -6.15167 -22.48228 -18.07217
H -5.61598 -23.17632 -19.54821
H -6.71947 -21.75493 -19.55529
H -3.83308 -21.86447 -17.49431
H -3.25268 -22.73836 -18.97069
H -2.49012 -19.99862 -17.81242
H -1.82065 -20.76990 -20.72745
H -0.95119 -19.53750 -19.78294
H -2.55677 -19.33293 -20.20757
H -0.49566 -20.95615 -17.53674
H -0.61464 -22.12708 -18.63709
C -14.26552 -14.03035 -20.62761
O -14.63223 -14.59933 -21.90077
C -13.65344 -14.41123 -22.95333
C -13.65744 -12.91156 -23.43550
C -15.03970 -12.44068 -23.88056
N -12.69963 -12.47989 -24.48467
H -13.27284 -14.38809 -20.35428
H -15.00085 -14.29699 -19.86848
H -14.12058 -12.95055 -20.66094
H -12.62863 -14.74007 -22.78091
H -13.94655 -15.08650 -23.75720
H -13.35002 -12.27348 -22.60698
H -15.81512 -12.50505 -23.11722
H -15.33810 -12.82865 -24.85448
H -14.83062 -11.37512 -23.97530
H -11.81752 -12.85272 -24.16375
H -12.88437 -12.98355 -25.34041
C -5.38674 -15.86386 -16.52981
O -6.23842 -14.89097 -15.97399
C -7.47077 -14.67908 -16.77497
C -7.39958 -13.75895 -18.02795
C -7.01135 -12.30560 -17.75632
N -8.61473 -13.77777 -18.88316
H -5.80349 -16.87098 -16.54104
H -4.43848 -15.98449 -16.00602
H -5.20246 -15.65779 -17.58417
H -7.74011 -15.62834 -17.23808
H -8.22499 -14.31906 -16.07523
H -6.60122 -14.23641 -18.59608
H -7.91125 -11.75032 -17.49187
H -6.63942 -11.78343 -18.63786
H -6.22423 -12.08275 -17.03598
H -8.83311 -14.76063 -18.96311
H -9.38932 -13.38629 -18.36658
C -12.08600 -5.65093 -18.22919
O -10.90834 -6.43276 -18.01570
C -9.67849 -6.15903 -18.74783
C -9.85234 -6.13391 -20.28242
C -10.18467 -7.54914 -20.74355
N -8.58462 -5.86013 -20.84412
H -12.04989 -4.61601 -17.88901
H -12.79649 -6.15454 -17.57370
H -12.54483 -5.57357 -19.21488
H -9.28343 -5.20525 -18.39806
H -8.91931 -6.92581 -18.59359
H -10.40417 -5.24483 -20.58759
H -9.35680 -8.24728 -20.61970
H -10.44061 -7.60935 -21.80136
H -11.07202 -7.93049 -20.23828
H -8.19126 -4.96673 -20.58490
H -8.04582 -6.55909 -20.35295
C 2.77173 -17.78368 -14.77510
O 2.24469 -19.08492 -14.63394
C 1.46982 -19.31019 -13.43067
C 1.92947 -20.58410 -12.75180
C 1.21482 -20.66750 -11.37400
N 3.34744 -20.84009 -12.55449
H 3.53019 -17.64554 -14.00455
H 1.98455 -17.04590 -14.61975
H 3.16349 -17.53476 -15.76134
H 1.79544 -18.47866 -12.80566
H 0.39312 -19.15023 -13.37380
H 1.70438 -21.29566 -13.54622
H 0.24480 -20.98203 -11.75901
H 1.18120 -19.69470 -10.88347
H 1.60299 -21.37338 -10.63972
H 3.63509 -20.30730 -11.74610
H 3.78090 -20.46111 -13.38430
C -2.26129 -14.46240 -8.54955
O -3.56681 -14.52375 -9.05043
C -4.01181 -15.72011 -9.61624
C -5.56149 -15.77515 -9.85414
C -6.18462 -17.13269 -10.31887
N -6.04182 -14.82628 -10.75353
H -2.09770 -15.06476 -7.65596
H -1.91941 -13.45416 -8.31574
H -1.59431 -14.79537 -9.34476
H -3.33721 -15.72179 -10.47240
H -3.67333 -16.53540 -8.97685
H -6.02201 -15.76981 -8.86622
H -7.23269 -16.92652 -10.53601
H -6.19530 -17.89140 -9.53635
H -5.74130 -17.53051 -11.23173
H -5.90666 -15.02958 -11.73358
H -5.45995 -14.03090 -10.53240
O -9.47404 -17.83201 -20.20382
H -9.96122 -18.57109 -19.83962
H -8.80350 -18.23498 -20.75537
O -7.68891 -13.62052 -23.41542
H -7.54189 -14.55905 -23.53280
H -7.98995 -13.53607 -22.51072

=====

Number 1: maximum force 2.46 eV/A, molecular weight 773.30 g mol⁻¹, total energy -3116.9594 a.u.. Number 2: maximum force 6.92 eV/A, molecular weight 209.21 g mol⁻¹, total energy -1075.7704 a.u.. Number 3: maximum force 3.35 eV/A, molecular weight 133.18 g mol⁻¹, total energy -454.2757 a.u.. Number 4: maximum force 9.96 eV/A, molecular weight 737.29 g mol⁻¹, total energy -3056.4701 a.u.. Number 5: maximum force 3.68 eV/A, molecular weight 660.00 g mol⁻¹, total energy -2175.5336 a.u..